#w
{
  "formula": "CH4N4",
  "method": "ωB97M-V/def2-TZVPD",
  "charge": 0,
  "smiles": "[H]/N=N\\N.C#N",
  "multiplicity": 1,
  "e_homo_ev": -9.172,
  "orbital_gap_ev": 10.110,
  "species": ["H", "N", "N", "N", "H", "H", "C", "N", "H"],
  "coordinates": [[-0.12847, -0.91921, 0.14363], [0.67185, -1.20104, -0.43672], [1.48581, -0.33054, -0.72600], [1.54725, 0.87781, -0.01898], [2.23814, 1.52504, -0.34859], [1.09605, 0.81546, 0.92441], [-2.34023, -0.22916, 0.26620], [-2.09437, 0.73792, -0.27170], [-2.47603, -1.27629, 0.46776]]
}

***

#x
{
  "formula": "CH4N4",
  "method": "ωB97M-V/def2-TZVPD",
  "charge": 0,
  "multiplicity": 1,
  "e_homo_ev": [-8.848, -8.770],
  "orbital_gap_ev": [8.627, 8.556],
  "species": ["C", "N", "N", "N", "N", "H", "H", "H", "H"],
  "coordinates": [[0.34872, -0.68434, 0.84846], [-1.90651, 2.70710, -0.84540], [0.56930, 0.47087, 0.23028], [-1.53320, 1.55183, -0.96342], [-1.08901, 0.54552, -1.19242], [0.61047, -1.51229, 0.26540], [-0.81152, -0.79378, 0.99591], [0.86245, -0.85151, 1.79213], [-2.74885, 2.73818, -0.31320]]
}

***

Energy comparison, zero being the most stable, in kcal/mol: #w 0.0; #x 74.9.

***

#w
{
  "formula": "CH4N4",
  "method": "ωB97M-V/def2-TZVPD",
  "charge": 0,
  "multiplicity": 1,
  "e_homo_ev": [-9.198, -9.173],
  "orbital_gap_ev": [8.786, 8.816],
  "species": ["C", "N", "N", "N", "N", "H", "H", "H", "H"],
  "coordinates": [[-0.85667, -0.91959, -0.61256], [-0.45330, -0.87192, -1.82311], [0.63517, 0.61405, -1.00679], [0.02005, -0.18563, 0.11309], [-0.04557, 0.52296, 1.29473], [-1.52785, -1.58427, -0.01644], [1.57244, 0.57170, -0.93031], [-0.22019, 1.48681, 1.16247], [0.87591, 0.36589, 1.81891]]
}

***

#x
{
  "formula": "CH4N4",
  "method": "ωB97M-V/def2-TZVPD",
  "charge": 0,
  "multiplicity": 1,
  "e_homo_ev": -9.559,
  "orbital_gap_ev": 10.462,
  "species": ["C", "N", "N", "N", "N", "H", "H", "H", "H"],
  "coordinates": [[1.46708, -0.51665, 0.10263], [-2.34816, -0.96648, 0.88200], [-1.86246, -0.04793, 0.48040], [0.73389, 0.09347, -0.72656], [-1.69914, 1.07431, 0.13489], [2.58306, -0.52060, 0.25010], [0.86412, -0.92204, 0.88116], [1.21046, 0.47206, -1.54932], [-0.94884, 1.33387, -0.45530]]
}

***

Energy comparison, zero being the most stable, in kcal/mol: #w 65.7; #x 0.0.

***

#w
{
  "formula": "C3H8N5",
  "method": "ωB97M-V/def2-TZVPD",
  "charge": 1,
  "multiplicity": 1,
  "e_homo_ev": [-11.190, -11.191],
  "orbital_gap_ev": [7.157, 7.158],
  "species": ["C", "C", "C", "N", "N", "N", "N", "N", "H", "H", "H", "H", "H", "H", "H", "H"],
  "coordinates": [[-2.35504, -0.18377, 0.91305], [0.89929, 0.63619, 0.41781], [2.24460, 0.60103, 0.00240], [-1.40630, 0.81451, 1.03989], [-0.25780, 0.70344, 0.70594], [-2.05442, -1.29358, 0.36703], [-2.96769, -2.26493, 0.37052], [2.45552, 1.18685, -1.51248], [-3.22501, 0.14881, 1.43126], [2.74807, 1.29396, 0.65910], [2.50040, -0.36388, -0.05930], [-3.68309, -2.10500, 1.05953], [-2.45296, -3.11552, 0.45057], [2.54651, 0.45119, -2.23737], [1.69817, 1.78287, -1.84852], [3.30977, 1.70784, -1.75943]]
}

***

#x
{
  "formula": "C3H8N5",
  "method": "ωB97M-V/def2-TZVPD",
  "charge": 1,
  "smiles": "[H]/N=C(/[N+]#N)NN(C)C",
  "multiplicity": 1,
  "e_homo_ev": [-13.428, -13.432],
  "orbital_gap_ev": [6.714, 6.722],
  "species": ["H", "N", "C", "N", "N", "N", "N", "C", "C", "H", "H", "H", "H", "H", "H", "H"],
  "coordinates": [[-2.54665, 2.28943, -0.20485], [-2.60609, 1.29712, -0.24139], [-1.63367, 0.55253, 0.01942], [-1.89730, -0.80128, 0.13313], [-1.49129, -1.87437, 0.10029], [-0.33514, 0.91930, 0.19570], [0.68029, 0.07604, 0.00300], [0.65901, -0.88208, -1.01420], [1.72294, 0.08611, 1.00785], [-0.28191, 1.75878, -0.33031], [0.47283, -0.40913, -1.99521], [1.65858, -1.31097, -1.00847], [-0.28676, -1.73277, -0.79659], [1.33326, -0.49445, 1.93805], [2.61714, -0.52074, 0.87587], [1.93475, 1.04649, 1.31771]]
}

***

Energy comparison, zero being the most stable, in kcal/mol: #w 0.0; #x 21.7.

***

#w
{
  "formula": "C6H17N3",
  "method": "ωB97M-V/def2-TZVPD",
  "charge": 0,
  "multiplicity": 1,
  "e_homo_ev": -7.090,
  "orbital_gap_ev": 7.996,
  "species": ["C", "C", "C", "C", "C", "C", "N", "N", "N", "H", "H", "H", "H", "H", "H", "H", "H", "H", "H", "H", "H", "H", "H", "H", "H", "H"],
  "coordinates": [[-0.30186, 0.74878, -0.00867], [-1.02732, -0.49517, -0.09503], [1.70466, -1.00638, -1.30143], [2.08203, -0.42239, 0.97423], [-0.03407, 1.57373, -1.23398], [-1.37007, -1.35206, 1.09607], [1.11138, -0.83347, -0.00284], [-0.20419, 1.42354, 1.16430], [-2.58744, 0.61179, -0.33545], [-1.04206, -0.96442, -1.06561], [-0.39161, 0.94541, 2.03001], [-0.27257, 2.42788, 1.15295], [-2.93709, 0.34720, -1.25406], [-3.11258, 0.53056, 0.53203], [2.20946, -0.10078, -1.69307], [1.62012, -0.35765, 1.96281], [2.46770, -1.79883, -1.27789], [0.94814, -1.32128, -2.02504], [2.54391, 0.56077, 0.75068], [2.89842, -1.15491, 1.05942], [-0.27056, 1.02510, -2.14053], [1.02062, 1.85565, -1.25000], [-0.65496, 2.46851, -1.22060], [-0.52518, -1.98471, 1.35997], [-2.23099, -1.97301, 0.85465], [-1.64392, -0.75384, 1.96706]]
}

***

#x
{
  "formula": "C6H17N3",
  "method": "ωB97M-V/def2-TZVPD",
  "charge": 0,
  "multiplicity": 1,
  "e_homo_ev": -5.929,
  "orbital_gap_ev": 6.794,
  "species": ["C", "C", "C", "C", "C", "C", "N", "N", "N", "H", "H", "H", "H", "H", "H", "H", "H", "H", "H", "H", "H", "H", "H", "H", "H", "H"],
  "coordinates": [[0.57813, -0.10987, -0.65422], [-0.41496, 0.13364, 0.36031], [-1.18721, -1.38643, -1.26093], [0.56999, 1.64273, 1.33299], [-2.66295, -1.05015, -1.24059], [2.02489, 1.49077, 1.71064], [0.81204, 0.80409, -1.64702], [1.58702, -0.98345, -0.39109], [-0.48628, -0.78834, 1.46216], [-1.25471, 0.76679, 0.10076], [1.62456, 0.66284, -2.22675], [2.42848, -0.95122, -0.94405], [0.01352, 1.09313, -2.19121], [1.68560, -1.22410, 0.58726], [-0.89419, -1.68765, 1.23301], [-1.04221, -0.39220, 2.21236], [-0.97463, -2.37021, -0.83508], [-0.80647, -1.39445, -2.28651], [-0.06689, 1.74811, 2.21682], [0.40358, 2.51563, 0.69722], [-2.84215, -0.02556, -1.58830], [-3.08165, -1.12900, -0.23032], [-3.27003, -1.71534, -1.87103], [2.19803, 0.56046, 2.26127], [2.67627, 1.48696, 0.83087], [2.38222, 2.30284, 2.36141]]
}

***

#y
{
  "formula": "C6H17N3",
  "method": "ωB97M-V/def2-TZVPD",
  "charge": 0,
  "smiles": "CN[C@H](C)CC(C)(N)N",
  "multiplicity": 1,
  "e_homo_ev": -8.576,
  "orbital_gap_ev": 9.560,
  "species": ["C", "N", "C", "C", "C", "C", "C", "N", "N", "H", "H", "H", "H", "H", "H", "H", "H", "H", "H", "H", "H", "H", "H", "H", "H", "H"],
  "coordinates": [[3.28907, 0.05006, -0.82577], [2.13924, -0.73884, -0.44094], [0.89688, 0.13865, 0.08736], [1.01857, 0.57370, 1.53853], [-0.20040, -0.82945, -0.19193], [-1.71893, -0.13194, -0.07985], [-1.82866, 1.16740, -0.86886], [-2.69512, -1.07160, -0.62497], [-2.00820, 0.13653, 1.30884], [3.74756, 0.62118, -0.00444], [2.98258, 0.75559, -1.60211], [4.05201, -0.60523, -1.25410], [2.40001, -1.38380, 0.30095], [0.84056, 1.00415, -0.57603], [0.09385, 1.05173, 1.85387], [1.18138, -0.29109, 2.18136], [1.85356, 1.26111, 1.66300], [-0.19402, -1.65290, 0.52460], [-0.12566, -1.20082, -1.21407], [-1.30995, 1.96625, -0.34768], [-2.87906, 1.44361, -0.96720], [-1.40787, 1.05146, -1.86517], [-2.58858, -1.17041, -1.62783], [-2.58983, -1.99157, -0.20902], [-2.92231, 0.57022, 1.39596], [-2.02667, -0.72402, 1.84548]]
}

***

Energy comparison, zero being the most stable, in kcal/mol: #w 83.5; #x 84.8; #y 0.0.

***

#w
{
  "formula": "C3H10S3",
  "method": "ωB97M-V/def2-TZVPD",
  "charge": 0,
  "smiles": "CCS.CSS",
  "multiplicity": 1,
  "e_homo_ev": -8.065,
  "orbital_gap_ev": 8.555,
  "species": ["C", "C", "S", "H", "H", "H", "H", "H", "H", "C", "S", "S", "H", "H", "H", "H"],
  "coordinates": [[-0.68283, -3.45269, -2.41676], [-0.66172, -1.92848, -2.25672], [0.32185, -1.49670, -0.78920], [-1.11574, -3.88278, -1.50484], [0.32722, -3.84544, -2.44884], [-1.31242, -3.70907, -3.26351], [-0.13468, -1.42500, -3.06278], [-1.70662, -1.64253, -2.17977], [0.88466, -0.36073, -1.19142], [1.67556, 2.98714, 2.78247], [0.02250, 2.44794, 2.40212], [-1.43964, 3.80152, 3.12303], [1.77661, 4.03801, 3.04792], [2.19553, 2.92232, 1.82971], [2.18498, 2.40868, 3.54669], [-2.33526, 3.13781, 2.38188]]
}

***

#x
{
  "formula": "C3H10S3",
  "method": "ωB97M-V/def2-TZVPD",
  "charge": 0,
  "smiles": "CCS.CSS",
  "multiplicity": 1,
  "e_homo_ev": -7.885,
  "orbital_gap_ev": 8.474,
  "species": ["C", "C", "S", "H", "H", "H", "H", "H", "H", "C", "S", "S", "H", "H", "H", "H"],
  "coordinates": [[2.24951, -1.00010, -0.17339], [1.31725, -1.06865, -1.51222], [0.13278, -2.60446, -1.31656], [2.71663, -1.96172, 0.02855], [2.88375, -0.01206, -0.12087], [1.41263, -1.08163, 0.54398], [1.95740, -1.29696, -2.39532], [0.68146, -0.25845, -1.78969], [0.22599, -3.14971, -2.49763], [-2.28010, 1.52557, 0.24682], [-1.05893, 0.76572, 1.32997], [0.32350, 2.04809, 0.90512], [-2.08114, 1.99997, -0.66218], [-2.90707, 0.66238, 0.04678], [-2.60871, 2.29923, 0.88251], [-0.35857, 2.70832, -0.09994]]
}

***

Energy comparison, zero being the most stable, in kcal/mol: #w 0.0; #x 31.1.